Entry 1:
{
  "formula": "C2H6N2",
  "method": "the ωB97M-V functional and the def2-TZVPD basis",
  "symbols": ["C", "N", "H", "H", "H", "C", "N", "H", "H", "H"],
  "xyz": [[1.388, 0.764, 0.432], [1.298, 0.710, -0.790], [0.256, 0.226, -1.030], [2.255, 1.113, 0.981], [-0.666, -1.344, 1.125], [-1.122, -0.390, -0.513], [-0.922, -0.414, 0.795], [0.377, 0.210, 1.004], [-1.733, 0.427, -0.891], [-1.131, -1.301, -1.112]],
  "lowdin_charge": [-0.153, 0.014, 0.033, 0.068, 0.068, -0.193, -0.060, 0.056, 0.082, 0.085],
  "e_above_lowest_ev": 3.652,
  "homo_ev": -9.4,
  "e_lumo_ev": 0.582,
  "homo_lumo_gap_ha": 0.367,
  "max_force_ev_per_a": 2.26,
  "molar_mass_g_mol": 58.1
}

---

Entry 2:
{
  "formula": "C29H26Br3N5O6",
  "method": "the ωB97M-V functional and the def2-TZVPD basis",
  "symbols": ["C", "Br", "Br", "Br", "H", "C", "C", "C", "C", "C", "C", "N", "O", "O", "H", "H", "H", "H", "H", "C", "C", "C", "C", "C", "C", "N", "O", "O", "H", "H", "H", "H", "H", "C", "C", "C", "C", "C", "C", "N", "O", "O", "H", "H", "H", "H", "H", "N", "C", "C", "C", "C", "C", "H", "H", "H", "H", "H", "N", "C", "C", "C", "C", "C", "H", "H", "H", "H", "H"],
  "xyz": [[20.849, -13.495, -9.150], [21.023, -11.518, -9.281], [20.828, -14.288, -10.926], [19.118, -14.040, -8.258], [21.666, -13.956, -8.594], [19.153, -19.367, -9.229], [20.334, -19.406, -8.516], [20.307, -19.602, -7.141], [19.142, -19.503, -6.415], [17.942, -19.371, -7.148], [17.909, -19.302, -8.521], [19.144, -19.599, -4.913], [20.233, -19.720, -4.359], [18.036, -19.524, -4.317], [19.250, -19.147, -10.282], [21.267, -19.406, -9.059], [21.261, -19.710, -6.646], [17.008, -19.180, -6.639], [17.007, -19.162, -9.098], [16.301, -10.693, 1.233], [17.267, -9.794, 1.610], [16.925, -8.509, 2.085], [15.585, -8.080, 2.050], [14.650, -8.981, 1.565], [14.944, -10.305, 1.247], [15.168, -6.697, 2.492], [13.961, -6.378, 2.370], [16.098, -5.934, 2.828], [16.596, -11.696, 0.964], [18.295, -10.124, 1.589], [17.706, -7.859, 2.452], [13.607, -8.775, 1.376], [14.207, -10.873, 0.698], [26.327, -18.583, -2.999], [25.675, -17.978, -1.922], [24.767, -18.680, -1.203], [24.595, -20.088, -1.474], [25.359, -20.658, -2.449], [26.225, -19.932, -3.235], [23.543, -20.929, -0.878], [22.746, -20.300, -0.227], [23.534, -22.154, -0.974], [27.047, -18.112, -3.650], [25.888, -16.955, -1.648], [24.172, -18.198, -0.442], [25.210, -21.703, -2.676], [26.801, -20.517, -3.935], [16.890, -16.952, 3.962], [17.848, -17.880, 4.102], [18.371, -18.518, 2.929], [17.970, -18.018, 1.687], [16.981, -17.027, 1.509], [16.414, -16.573, 2.704], [18.074, -18.082, 5.139], [19.043, -19.362, 2.970], [18.339, -18.554, 0.826], [16.554, -16.658, 0.589], [15.542, -15.936, 2.677], [19.777, -13.282, -3.460], [19.605, -14.356, -2.647], [20.495, -15.442, -2.712], [21.594, -15.347, -3.558], [21.765, -14.180, -4.321], [20.816, -13.157, -4.260], [18.678, -14.374, -2.093], [20.284, -16.261, -2.040], [22.262, -16.192, -3.643], [22.688, -14.095, -4.876], [20.897, -12.258, -4.854]],
  "lowdin_charge": [-1.504, 0.520, 0.526, 0.475, -0.025, -0.056, -0.079, -0.021, -0.120, -0.019, -0.052, -0.309, 0.066, 0.047, 0.103, 0.107, 0.116, 0.114, 0.105, -0.075, -0.074, 0.009, -0.124, -0.029, -0.057, -0.300, 0.055, 0.054, 0.104, 0.106, 0.112, 0.115, 0.105, -0.070, -0.080, 0.003, -0.119, -0.029, -0.072, -0.351, 0.080, 0.073, 0.106, 0.111, 0.115, 0.121, 0.112, 0.028, -0.139, -0.061, -0.093, -0.073, -0.130, 0.095, 0.093, 0.096, 0.094, 0.090, 0.037, -0.123, -0.071, -0.078, -0.072, -0.167, 0.095, 0.097, 0.098, 0.092, 0.100],
  "homo_ev": -9.5,
  "e_lumo_ev": -0.851,
  "homo_lumo_gap_ha": 0.317,
  "max_force_ev_per_a": 3.03,
  "molar_mass_g_mol": 780.3
}